Here is 2 unconnected molecules or ions with the total composition C4H8O2 from the OMol25 dataset. Energies are from ωB97M-V with the def2-TZVPD basis set.

The geometry in XYZ format:
```
14
Properties=species:S:1:pos:R:3:forces:R:3:nbo_charge:R:1
C 1.02816 -0.07327 0.01437 -0.65 0.07 0.51 -0.49
C -1.59215 0.50943 1.05119 0.18 0.21 0.28 0.43
H 1.60152 -1.03013 -2.24560 0.28 -0.26 -0.38 -0.05
O -0.80649 -0.70796 -1.34153 -0.03 0.53 -0.24 -0.58
H 1.86447 0.64472 0.00228 -0.69 -0.02 0.12 0.23
H 0.30823 0.98131 1.82071 0.08 -0.14 0.41 0.24
H 1.43987 -1.09007 0.03678 -0.48 0.31 0.03 0.24
H -0.22263 1.23701 -1.12750 -0.20 -0.04 -0.33 0.13
H 0.89450 -1.25189 -2.28390 0.53 -0.27 -0.39 0.04
C -0.05257 0.18428 1.18417 0.39 0.02 0.59 -0.51
O -2.09380 1.31788 1.79256 0.43 -0.39 -0.47 -0.51
H -0.09763 -0.78136 1.68704 0.07 0.08 0.43 0.25
C -0.04792 0.15615 -0.95824 -0.27 -0.19 -0.66 0.43
H -2.22356 -0.09611 0.36766 0.38 0.09 0.11 0.15
```
Forces are in eV/Å.

Summary:
* orbital gap: 10.9 eV
* LUMO: 0.7095 eV
* SMILES: O=CCCC=O.[H][H]
* maximum force: 0.83 eV/A
* energy: -8369.66114 eV
* energy above the lowest of the compared OMol25 structures with the same formula, charge and spin: 83.5 kcal/mol

Here is a single C4H8O2 molecule from the OMol25 dataset. Energies are from ωB97M-V with the def2-TZVPD basis set.

The geometry in XYZ format:
```
14
Properties=species:S:1:pos:R:3:forces:R:3:nbo_charge:R:1
C -0.71488 -1.06139 -0.49308 0.05 -0.14 0.00 -0.65
H 1.88450 -0.19814 0.18194 -0.08 0.05 0.03 0.19
H 1.92991 1.50882 0.65593 0.03 -0.06 -0.02 0.22
C -0.53214 0.29018 -1.18381 -0.30 -0.14 -0.12 -0.07
O 0.52858 1.12586 -0.71578 -0.01 0.03 0.02 -0.53
H -0.54454 0.99285 1.62287 0.10 -0.03 0.13 0.11
H 0.04231 -1.78217 -0.80903 -0.07 0.02 -0.05 0.21
H -1.45300 0.88187 -1.10911 0.10 -0.11 0.04 0.17
C 0.40538 0.41292 1.61016 0.23 -0.06 0.38 0.41
H -1.70355 -1.45314 -0.74016 0.11 -0.02 -0.18 0.23
H -0.67556 -1.04292 0.59800 -0.21 0.05 -0.33 0.22
C 1.26255 0.68256 0.38936 0.15 -0.12 0.14 -0.18
O 0.70927 -0.34864 2.49548 -0.06 0.47 -0.23 -0.52
H -0.35298 0.11116 -2.25247 -0.03 0.07 0.18 0.18
```
Forces are in eV/Å.

Summary:
* orbital gap: 10.6 eV
* LUMO: 0.9606 eV
* SMILES: CCOCC=O
* maximum force: 0.53 eV/A
* energy: -8371.34434 eV
* energy above the lowest of the compared OMol25 structures with the same formula, charge and spin: 44.7 kcal/mol

Here is a single C4H8O2 molecule from the OMol25 dataset. Energies are from ωB97M-V with the def2-TZVPD basis set.

The geometry in XYZ format:
```
14
Properties=species:S:1:pos:R:3:forces:R:3:nbo_charge:R:1
O 0.68683 -1.66678 0.12567 -1.30 0.21 3.35 -0.73
O -1.52854 -1.24163 1.22894 0.70 0.01 -0.47 -0.53
H 1.25037 2.23494 0.49842 -0.09 -0.16 0.01 0.22
H -0.16222 1.43738 1.20449 0.15 -0.05 -0.08 0.20
H -2.31831 -0.61368 -0.42733 -0.84 0.55 -0.76 0.13
C -1.41235 -0.86926 0.07439 -0.99 0.34 0.67 0.44
H 1.41616 0.62148 1.21143 -0.11 0.11 -0.07 0.22
H 1.39126 0.55974 -1.31140 -0.19 -0.01 0.08 0.22
H -0.26570 -1.16961 -1.66042 0.15 -0.10 0.22 0.19
C 0.46312 0.62963 -0.72988 0.03 0.08 -0.05 -0.41
C 0.75425 1.26706 0.62571 -0.02 0.00 0.07 -0.62
H 0.05289 -1.63542 1.10606 2.49 -0.50 -3.26 0.48
H -0.23215 1.24844 -1.31256 0.08 -0.07 0.05 0.20
C -0.09560 -0.80227 -0.63353 -0.05 -0.43 0.26 -0.01
```
Forces are in eV/Å.

Summary:
* orbital gap: 10.7 eV
* LUMO: 0.5866 eV
* SMILES: CC[C@@H](O)C=O
* maximum force: 4.13 eV/A
* energy: -8371.46115 eV
* energy above the lowest of the compared OMol25 structures with the same formula, charge and spin: 42.0 kcal/mol

Here is a single C4H8O2 molecule from the OMol25 dataset. Energies are from ωB97M-V with the def2-TZVPD basis set.

The geometry in XYZ format:
```
14
Properties=species:S:1:pos:R:3:forces:R:3:nbo_charge:R:1
C -0.23172 1.45265 1.94906 -0.05 -0.09 -0.41 0.14
O 0.35015 1.10601 0.84226 -0.01 0.20 0.38 -0.50
H -0.71909 -0.99858 1.54476 -0.08 -0.04 -0.18 0.22
H 0.80395 1.21983 -1.72191 -0.03 -0.16 0.09 0.18
H -1.24733 0.82653 -0.44037 0.11 -0.08 0.06 0.19
H 2.19649 0.06557 -0.24473 0.05 -0.12 -0.14 0.48
C 0.61961 0.20525 -1.33740 -0.29 0.10 -0.10 -0.08
H -1.61922 -1.46531 0.10700 0.15 0.01 -0.08 0.22
C -0.65841 -1.08106 0.45562 0.00 -0.11 0.04 -0.65
O 1.82021 -0.43735 -0.98094 0.16 0.13 0.19 -0.71
C -0.34338 0.27493 -0.15944 -0.14 -0.11 -0.06 0.05
H 0.16728 -0.38384 -2.14165 0.03 0.08 0.11 0.19
H 0.13502 -1.79272 0.21896 -0.11 0.04 0.02 0.24
H -1.27356 1.00809 1.90879 0.21 0.16 0.09 0.03
```
Forces are in eV/Å.

Summary:
* orbital gap: 9.3 eV
* LUMO: 0.5725 eV
* maximum force: 0.43 eV/A
* energy: -8369.23208 eV
* energy above the lowest of the compared OMol25 structures with the same formula, charge and spin: 93.4 kcal/mol

Here is 2 unconnected molecules or ions with the total composition C4H8O2 from the OMol25 dataset. Energies are from ωB97M-V with the def2-TZVPD basis set.

The geometry in XYZ format:
```
14
Properties=species:S:1:pos:R:3:forces:R:3:nbo_charge:R:1
C -0.50430 0.65190 -0.22932 0.02 0.21 -0.27 0.56
H -1.61393 2.25543 1.27748 -0.05 0.05 0.12 0.02
H 1.62734 -0.26445 -1.38962 0.05 -0.06 0.11 0.22
O -0.65374 1.55401 -1.01564 0.06 -0.38 0.34 -0.52
C 1.79122 -0.39652 -0.31682 0.08 0.00 -0.06 -0.61
H -1.35294 -0.98536 -1.83504 0.02 -0.20 0.02 0.48
H -1.50788 -1.00632 0.87481 0.12 0.10 -0.15 0.20
H 2.54831 0.32937 -0.00657 -0.08 -0.10 -0.05 0.22
O -1.09447 -1.55218 -1.09564 -0.02 0.04 -0.17 -0.69
C -0.91111 -0.72991 0.00577 -0.17 0.06 0.13 -0.01
C 0.50979 -0.15649 0.44402 0.14 0.10 0.05 -0.34
H 0.57498 -0.15412 1.53113 -0.05 0.02 -0.18 0.24
H 2.18154 -1.40324 -0.14786 -0.06 0.09 0.02 0.22
H -1.59481 1.85788 1.90328 -0.06 0.07 0.09 -0.02
```
Forces are in eV/Å.

Summary:
* orbital gap: 10.0 eV
* LUMO: 0.6270 eV
* SMILES: C[C@H]1C(=O)[C@H]1O.[H][H]
* maximum force: 0.51 eV/A
* energy: -8369.64953 eV
* energy above the lowest of the compared OMol25 structures with the same formula, charge and spin: 83.8 kcal/mol

Here is a molecular structure, C4H8O2 from the OMol25 dataset. Energies are from ωB97M-V with the def2-TZVPD basis set.

The geometry in XYZ format:
```
14
Properties=species:S:1:pos:R:3:forces:R:3:nbo_charge:R:1
C -1.30359 -0.28145 1.08460 -0.35 0.00 0.08 -0.06
O 0.00858 -0.87119 1.01582 0.08 -0.09 0.07 -0.54
H 1.03436 0.96224 1.03969 -0.04 -0.10 -0.09 0.17
H -1.22113 0.45966 -0.97933 0.01 0.09 0.15 0.22
H 0.43327 -1.63097 -1.31014 0.01 0.05 -0.13 0.47
C -0.92419 0.75991 0.02842 -0.07 0.07 -0.09 -0.46
H 1.76550 0.84251 -1.31262 -0.04 -0.10 0.06 0.18
H -2.09433 -1.00078 0.84812 0.13 0.10 0.01 0.18
C 0.50700 0.30116 0.33476 0.23 0.18 -0.14 0.08
H -1.48887 0.14984 2.07819 0.04 -0.08 -0.13 0.17
H -1.18227 1.80424 0.21367 0.06 -0.16 0.00 0.21
O 0.77684 -0.85960 -1.78212 -0.09 -0.27 0.09 -0.71
C 1.42355 -0.06938 -0.81150 0.16 0.24 0.18 -0.08
H 2.30779 -0.58352 -0.40204 -0.12 0.07 -0.06 0.17
```
Forces are in eV/Å.

Summary:
* orbital gap: 10.9 eV
* LUMO: 1.0505 eV
* maximum force: 0.36 eV/A
* energy: -8371.39841 eV
* energy above the lowest of the compared OMol25 structures with the same formula, charge and spin: 43.4 kcal/mol

Here is 2 unconnected molecules or ions with the total composition C4H8O2 from the OMol25 dataset. Energies are from ωB97M-V with the def2-TZVPD basis set.

The geometry in XYZ format:
```
14
Properties=species:S:1:pos:R:3:forces:R:3:nbo_charge:R:1
H -0.79972 1.07551 -0.87391 0.11 -0.02 -0.08 0.49
H -0.90924 -1.61985 -1.60212 0.06 0.07 0.11 0.23
O 0.10862 0.93691 -1.19016 -0.11 -0.03 0.04 -0.71
C 0.53758 -0.28519 -0.74879 0.18 -0.23 0.07 0.32
H -1.02436 1.45071 2.75060 -0.02 0.02 -0.10 0.12
H 2.55290 0.31354 -0.66857 -0.11 -0.09 0.03 0.21
C 1.83555 -0.48774 -0.52276 -0.07 0.03 -0.03 -0.52
H 0.13014 1.81223 1.30638 -0.10 -0.05 -0.02 0.14
H -1.37457 -0.97359 -0.02635 0.14 -0.06 -0.09 0.22
C -0.52529 -1.34088 -0.61407 -0.04 -0.03 0.01 -0.68
H -0.13136 -2.23631 -0.12755 -0.01 0.14 -0.10 0.22
O -1.76684 1.25132 0.88611 0.38 0.17 0.42 -0.54
H 2.20209 -1.46523 -0.23028 -0.10 0.14 -0.05 0.20
C -0.87185 1.51207 1.65832 -0.30 -0.07 -0.20 0.29
```
Forces are in eV/Å.

Summary:
* orbital gap: 9.2 eV
* LUMO: 0.4212 eV
* SMILES: C=C(C)O.C=O
* maximum force: 0.59 eV/A
* energy: -8371.28546 eV
* energy above the lowest of the compared OMol25 structures with the same formula, charge and spin: 46.0 kcal/mol

Here is a molecular structure, C4H8O2 from the OMol25 dataset. Energies are from ωB97M-V with the def2-TZVPD basis set.

The geometry in XYZ format:
```
14
Properties=species:S:1:pos:R:3:forces:R:3:nbo_charge:R:1
C 0.88992 -0.29979 0.25795 0.18 0.28 -0.09 -0.03
C -0.28204 0.54773 -0.00321 -0.07 -0.56 0.28 0.45
H 1.65402 -1.00856 -1.35842 0.00 -0.14 -0.14 0.47
O 1.11659 -1.35278 -0.63736 0.41 -0.04 -0.32 -0.70
H -1.92041 1.02930 -1.37902 0.16 -0.21 0.32 0.23
H 0.77899 -0.62396 2.40125 -0.85 0.78 -0.31 0.23
C -1.08843 0.32554 -1.27063 -0.12 -0.23 0.42 -0.68
H -0.14771 1.57488 1.44207 -0.07 0.86 0.02 0.50
H 1.76389 0.32314 0.47993 0.13 -0.17 0.00 0.18
H -0.44597 0.43299 -2.16498 -0.02 0.01 0.54 0.23
C 0.14774 -0.61977 1.48972 -0.26 -0.44 -0.42 -0.65
H -0.58191 -1.41120 1.49902 0.09 -0.33 -0.43 0.22
H -1.45069 -0.69962 -1.29519 -0.13 -0.04 -0.05 0.25
O -0.43400 1.78210 0.53888 0.55 0.24 0.18 -0.69
```
Forces are in eV/Å.

Summary:
* orbital gap: 8.5 eV
* LUMO: 0.6240 eV
* maximum force: 1.20 eV/A
* energy: -8369.31027 eV
* energy above the lowest of the compared OMol25 structures with the same formula, charge and spin: 91.6 kcal/mol

Here is a single C4H8O2 molecule from the OMol25 dataset. Energies are from ωB97M-V with the def2-TZVPD basis set.

The geometry in XYZ format:
```
14
Properties=species:S:1:pos:R:3:forces:R:3:nbo_charge:R:1
O -1.19407 -0.49992 -0.26098 0.05 0.07 -0.09 -0.53
H -2.86440 0.13112 0.79525 0.06 -0.03 -0.08 0.17
H 0.16434 0.90863 0.41139 0.04 -0.07 -0.08 0.15
O 1.92781 -1.07784 0.38142 -0.21 -0.63 0.07 -0.47
C 0.75298 -1.22915 0.89911 -0.13 0.11 0.43 0.31
C -2.35520 0.29084 -0.16488 -0.30 0.15 -0.07 -0.25
H -3.02920 0.01682 -0.97632 0.09 -0.05 0.04 0.20
H 3.42033 -0.26356 -0.69608 -0.14 0.18 0.03 0.20
H 1.87118 -0.38834 -1.55611 -0.05 0.09 0.00 0.20
C 2.34299 -0.12344 -0.61268 0.06 0.30 -0.18 -0.29
H -0.75482 0.05631 1.66078 0.26 -0.09 -0.01 0.18
C -0.24766 -0.07538 0.69100 0.12 0.01 0.04 -0.23
H 2.08724 0.89176 -0.32428 0.14 0.05 -0.06 0.19
H -2.12150 1.36215 -0.24763 0.02 -0.10 -0.04 0.16
```
Forces are in eV/Å.

Summary:
* orbital gap: 8.8 eV
* LUMO: 0.7428 eV
* maximum force: 0.67 eV/A
* energy: -8368.44244 eV
* energy above the lowest of the compared OMol25 structures with the same formula, charge and spin: 111.6 kcal/mol